C20H24MoN3O2S as an isolated structure, computed with wB97M-V/def2-TZVPD.

Properties
F_max: 1.2 eV/A
HOMO energy (alpha / beta): -18.440 / -18.451 eV
Total charge: +3
Spin multiplicity: 3
Expectation value of S²: 2.02
LUMO (alpha / beta): -10.86 / -10.73 eV
Kohn-Sham gap (alpha / beta): 7.582 / 7.721 eV

Structure (XYZ):
```
51
C20H24MoN3O2S | the OMol25 dataset | wB97M-V/def2-TZVPD
Mo 0.3742 0.5522 -0.1166
C -1.2011 0.1339 -4.2171
C -2.5554 -0.0559 -3.9960
C -3.0349 -0.1137 -2.6921
C -2.1512 0.0305 -1.6462
N -0.8258 0.2238 -1.8668
C -0.3647 0.2712 -3.1265
C -2.5361 -0.0267 -0.2144
C -3.8191 -0.1569 0.2765
C -4.0040 -0.1950 1.6529
C -2.9152 -0.1161 2.5143
C -1.6536 0.0130 1.9740
N -1.4941 0.0591 0.6356
C -0.3798 0.0838 2.7366
C -0.2858 0.0182 4.1062
C 0.9756 0.0386 4.6984
C 2.1086 0.1069 3.9045
C 1.9510 0.1778 2.5351
N 0.7355 0.1807 1.9620
H -0.7948 0.1863 -5.2177
H -3.2384 -0.1614 -4.8292
H -4.0879 -0.2700 -2.5057
H 0.6988 0.4304 -3.2542
H -4.6651 -0.2221 -0.3924
H -5.0034 -0.2895 2.0580
H -3.0604 -0.1535 3.5845
H -1.1731 -0.0545 4.7193
H 1.0660 -0.0103 5.7763
H 3.1016 0.1080 4.3320
H 2.8042 0.2303 1.8704
C 0.5996 -3.9695 0.1286
S 0.5338 -2.7325 -1.1388
C 1.9726 -3.1624 -2.1146
O 0.9475 -1.4340 -0.3788
H 1.5791 -3.9441 0.6040
H 0.4254 -4.9296 -0.3622
H -0.2032 -3.7684 0.8347
H 1.6320 -3.5260 -3.0823
H 2.5642 -3.9181 -1.6021
H 2.5515 -2.2481 -2.2332
C 2.2843 3.2740 0.7084
C 1.7486 2.5206 -0.4842
C 2.1915 3.0359 -1.8308
O 0.3123 2.3602 -0.4117
H 3.3734 3.2601 0.7020
H 1.9184 2.8775 1.6538
H 1.9555 4.3112 0.6281
H 2.1360 1.4256 -0.4033
H 1.8120 4.0516 -1.9477
H 1.8149 2.4317 -2.6540
H 3.2790 3.0656 -1.8778
```